Entry from the Open Molecules 2025 dataset: a molecular structure, C6H14O at a distorted geometry (ωB97M-V with the def2-TZVPD basis set).

Summary:
Relative energy (zero: lowest compared OMol25 entry of this formula, charge and spin)   2.8540 eV
Largest force on an atom   3.7 eV/A
E_tot   -312.150152 a.u.

```
! RIJCOSX wB97M-V def2-TZVPD def2/J DEFGRID3
* xyz 0 1
C -3.42 -0.13 -0.50
C -2.25 -0.34 0.44
C -0.92 -0.09 -0.26
C 0.28 -0.26 0.65
C 1.58 0.04 -0.10
O 2.57 0.18 0.83
C 3.71 0.52 0.16
H -4.38 -0.30 0.01
H -3.35 -0.82 -1.36
H -3.42 0.89 -0.90
H -2.33 0.34 1.30
H -2.26 -1.36 0.84
H -0.81 -0.77 -1.12
H -0.88 0.93 -0.66
H 0.26 -1.29 1.09
H 0.22 0.42 1.51
H 1.82 -0.74 -0.85
H 1.92 1.11 -0.87
H 4.03 -0.31 -0.50
H 4.48 0.68 0.96
H 3.15 1.30 -0.68
*
```